Below is C4H8O2 in the gas phase, with properties calculated with ωB97M-V/def2-TZVPD.

The geometry in XYZ format:
```
14
Properties=species:S:1:pos:R:3:mulliken_charge:R:1
C 2.3321 0.6360 -0.3965 -0.63
O 1.5377 -0.3183 0.2866 -0.36
C -0.8925 -0.1745 -0.3027 0.20
C -2.2226 -0.7037 0.1733 -1.19
C 0.2309 -0.0148 0.6174 0.06
O -0.4347 1.1215 0.1237 -0.46
H 3.3550 0.2518 -0.3217 0.23
H 2.0658 0.7165 -1.4601 0.25
H 2.2794 1.6209 0.0811 0.29
H -0.6377 -0.3649 -1.3442 0.34
H -2.3391 -1.7183 -0.2247 0.31
H -2.2563 -0.7669 1.2670 0.33
H -3.0684 -0.1060 -0.1808 0.30
H 0.0504 -0.1792 1.6816 0.35
```

Its HOMO-LUMO gap is 10.712 eV. The spin multiplicity is 1. The energy relative to the best compared isomer or geometry (same formula, charge and spin) comes out at 53.9 kcal per mole. The SMILES is CO[C@H]1O[C@@H]1C. The HOMO energy comes out at -9.596 eV.

***

Below is a 3-piece molecular cluster, C4H8O2 overall, with properties calculated with ωB97M-V/def2-TZVPD.

The geometry in XYZ format:
```
14
Properties=species:S:1:pos:R:3:mulliken_charge:R:1
C -1.4557 -0.3035 -0.3860 -1.07
C -0.1707 0.4098 -0.3732 0.50
O -0.3352 1.5367 0.3785 -0.62
C 0.7023 -0.7218 0.3027 -0.61
C 2.0846 -0.1483 0.4361 -0.05
O 3.0907 -0.7447 0.1470 -0.48
H -2.3093 1.0620 -0.4580 0.17
H -1.5616 -1.1183 -1.1204 0.34
H -1.8363 -0.5409 0.6055 0.42
H 0.2340 0.5779 -1.3924 0.23
H -1.5948 1.6922 0.0061 0.17
H 0.7593 -1.6648 -0.2667 0.29
H 0.3145 -0.9324 1.3102 0.36
H 2.0782 0.8961 0.8106 0.36
```

Its HOMO-LUMO gap is 9.670 eV. The spin multiplicity is 1. The energy relative to the best compared isomer or geometry (same formula, charge and spin) comes out at 115.2 kcal per mole. The HOMO energy comes out at -9.863 eV.

***

Below is C4H8O2 as an isolated structure, with properties calculated with ωB97M-V/def2-TZVPD.

The geometry in XYZ format:
```
14
Properties=species:S:1:pos:R:3:mulliken_charge:R:1
C 1.3809 0.8020 0.3134 -1.01
C -0.4370 0.0112 0.5693 0.36
O -1.0125 -0.4888 1.7597 -0.50
C -1.3815 0.2166 -0.6193 -0.76
C -0.3482 -0.8795 -0.5896 -0.08
O 0.8020 -0.6474 -1.3494 -0.55
H 1.0912 1.8317 0.3577 0.36
H 2.1710 0.7706 -0.5021 0.30
H 1.8601 0.3727 1.1821 0.35
H -1.3165 0.2193 2.3485 0.33
H -2.4153 -0.1583 -0.6143 0.27
H -1.2503 1.0889 -1.2486 0.23
H -0.6502 -1.9184 -0.5863 0.36
H 1.5063 -1.2204 -1.0211 0.34
```

Its HOMO-LUMO gap is 9.755 eV. The spin multiplicity is 1. The energy relative to the best compared isomer or geometry (same formula, charge and spin) comes out at 118.5 kcal per mole. The HOMO energy comes out at -9.000 eV.

***

Below is a 2-piece molecular cluster, C4H8O2 overall, with properties calculated with ωB97M-V/def2-TZVPD.

The geometry in XYZ format:
```
14
Properties=species:S:1:pos:R:3:mulliken_charge:R:1
C -0.8550 -1.2996 -1.2747 -1.25
C 0.1256 -0.4522 -0.5102 0.94
O 0.9795 -0.9694 0.1957 -0.65
C 0.0069 1.0482 -0.6371 -1.08
C 0.3271 0.9585 2.6661 -0.32
O 1.5338 0.7121 2.2443 -0.28
H -1.8621 -0.8759 -1.2061 0.35
H -0.5754 -1.3026 -2.3350 0.33
H -0.8426 -2.3234 -0.8979 0.34
H 0.9988 1.5060 -0.6522 0.33
H -0.5595 1.3441 -1.5230 0.35
H -0.3423 0.2155 2.1303 0.15
H -0.5194 1.4393 0.2422 0.32
H 1.5845 -0.0005 1.5577 0.47
```

Its HOMO-LUMO gap is 9.007 eV. The spin multiplicity is 1. The energy relative to the best compared isomer or geometry (same formula, charge and spin) comes out at 84.0 kcal per mole. The HOMO energy comes out at -8.341 eV.

***

Below is a 2-piece molecular cluster, C4H8O2P overall, with properties calculated with ωB97M-V/def2-TZVPD.

The geometry in XYZ format:
```
15
Properties=species:S:1:pos:R:3:mulliken_charge:R:1
C -0.5393 1.5618 -0.3227 -0.93
C -0.1941 0.3059 0.0109 0.59
C -1.1109 -0.8361 0.1364 -0.96
C 1.2834 -0.0339 0.3231 -1.16
O -4.7099 0.5236 0.9886 -0.52
O -4.5308 -0.4020 -1.2875 -0.54
P -5.2179 -0.5296 0.0448 0.07
H -1.5006 1.6794 -0.7094 0.36
H -0.5103 -1.6278 -0.3580 0.32
H -1.1405 -0.9587 1.1561 0.31
H -2.0430 -0.5657 -0.3333 0.24
H 1.8006 0.8687 0.7240 0.32
H 1.6817 -0.3006 -0.7130 0.24
H 1.1293 -0.8033 1.0473 0.34
H 0.0631 2.3919 -0.6323 0.31
```

Its HOMO-LUMO gap (spin up / spin down) is 3.966 / 7.474 eV. The spin multiplicity is 3. The energy relative to the best compared isomer or geometry (same formula, charge and spin) comes out at 0.0 kcal per mole. The HOMO energy (spin up / spin down) comes out at -0.490 / -4.751 eV. Its expectation value of S² is 2.01. As for the charge: -1.

***

Below is C4H8O2S in the gas phase, with properties calculated with ωB97M-V/def2-TZVPD.

The geometry in XYZ format:
```
15
Properties=species:S:1:pos:R:3:mulliken_charge:R:1
C -2.4259 0.7694 0.9719 -0.69
C 1.0822 -0.0155 -0.2288 -0.63
C 1.0300 -1.5577 -0.2381 -0.27
C -0.2731 0.5193 -0.6492 -0.85
O -2.5415 -0.8569 -0.9047 -0.58
O 0.0026 -1.9384 0.4217 -0.62
S -1.6757 -0.3027 0.1067 0.88
H -3.4207 0.4328 1.0732 0.36
H -1.9529 1.2168 1.9093 0.28
H 1.2224 0.3380 0.7353 0.32
H 1.8268 0.3974 -0.8140 0.43
H 1.3472 -2.0097 -1.2992 0.21
H 1.9595 -1.8501 0.2991 0.28
H -0.4353 1.5258 -0.3943 0.49
H -0.4061 0.3843 -1.6754 0.39
```

Its HOMO-LUMO gap (spin up / spin down) is 7.649 / 7.111 eV. The spin multiplicity is 1. The energy relative to the best compared isomer or geometry (same formula, charge and spin) comes out at 140.7 kcal per mole. The HOMO energy (spin up / spin down) comes out at -8.996 / -8.542 eV.

***

Below is a 2-piece molecular cluster, C4H8O2Se overall, with properties calculated with ωB97M-V/def2-TZVPD.

The geometry in XYZ format:
```
15
Properties=species:S:1:pos:R:3:mulliken_charge:R:1
C 1.1818 1.0242 0.5107 -0.45
C 1.2219 -0.3416 1.1303 -0.77
C 0.4917 0.9620 -0.8654 0.01
C -0.5276 -0.0401 -0.9597 -0.43
O 0.6961 -0.1700 -1.6381 -0.45
O -3.0535 -0.3583 -0.3981 -0.57
Se -0.4504 -1.3250 0.5525 -0.02
H 0.5714 1.7899 1.1402 0.22
H 2.1842 1.5063 0.3462 0.29
H 2.1760 -0.7898 0.9611 0.37
H 1.4052 -0.2340 2.2925 0.36
H 0.3715 1.9247 -1.3240 0.43
H -1.3407 -0.2209 -1.7032 0.45
H -4.0121 -0.6598 -0.3201 0.27
H -3.1655 0.6005 -0.2257 0.30
```

Its HOMO-LUMO gap is 8.451 eV. The spin multiplicity is 1. The energy relative to the best compared isomer or geometry (same formula, charge and spin) comes out at 50.7 kcal per mole. The SMILES is C1C[C@H]2O[C@H]2[Se]1.O. The HOMO energy comes out at -8.012 eV.

***

Below is C4H8O2Si in the gas phase, with properties calculated with ωB97M-V/def2-TZVPD.

The geometry in XYZ format:
```
15
Properties=species:S:1:pos:R:3:mulliken_charge:R:1
C 3.4354 0.4953 0.4141 0.54
C 2.3281 0.2999 0.0459 -1.00
C -1.3413 1.8568 0.2271 -0.57
C -0.9298 -2.0694 0.1342 -0.48
O -0.1228 1.2575 0.0186 -0.11
O -0.0108 -1.4195 -0.7152 -0.21
Si 0.6102 0.0604 -0.8117 0.17
H 4.2307 0.5070 1.0746 0.42
H -1.1873 2.9600 0.4917 0.22
H -1.9492 1.3413 1.0550 0.22
H -2.0876 1.5909 -0.5424 0.29
H -1.0898 -1.4245 1.0676 0.24
H -0.4438 -3.1154 0.4163 0.19
H -1.8610 -2.1943 -0.5695 0.20
H 0.4191 -0.1460 -2.3062 -0.13
```

Its HOMO-LUMO gap is 10.950 eV. The spin multiplicity is 1. The energy relative to the best compared isomer or geometry (same formula, charge and spin) comes out at 37.9 kcal per mole. The SMILES is C#C[SiH](OC)OC. The HOMO energy comes out at -10.221 eV.

***

Below is C4H8O3 in the gas phase, with properties calculated with ωB97M-V/def2-TZVPD.

The geometry in XYZ format:
```
15
Properties=species:S:1:pos:R:3:mulliken_charge:R:1
C -2.6991 0.2402 -0.1494 -0.64
O -1.7552 -0.7247 0.2831 -0.43
C -0.6534 -0.1158 0.8720 -0.16
C 0.5032 -0.1743 0.2019 0.35
O 0.6320 -0.8478 -0.9639 -0.54
O 1.6176 0.4284 0.6441 -0.37
C 2.8164 0.1935 -0.0805 -0.63
H -3.5250 -0.2931 -0.6265 0.24
H -2.2455 0.9412 -0.8629 0.28
H -3.0840 0.8156 0.7035 0.30
H -0.7803 0.3888 1.8240 0.43
H -0.2235 -1.2928 -1.0900 0.37
H 3.0758 -0.8691 -0.0897 0.29
H 2.7341 0.5520 -1.1110 0.28
H 3.5869 0.7580 0.4453 0.23
```

Its HOMO-LUMO gap is 8.837 eV. The spin multiplicity is 1. The energy relative to the best compared isomer or geometry (same formula, charge and spin) comes out at 59.3 kcal per mole. The SMILES is CO/C=C(\O)OC. The HOMO energy comes out at -7.980 eV.

***

Below is a 2-piece molecular cluster, C4H8O3 overall, with properties calculated with ωB97M-V/def2-TZVPD.

The geometry in XYZ format:
```
15
Properties=species:S:1:pos:R:3:mulliken_charge:R:1
C 0.1446 -1.4823 -0.6936 -1.39
C 0.8369 -0.1997 -0.2820 0.64
O 1.3343 0.4258 -1.4529 -0.54
C -0.0539 0.9103 0.2834 0.06
O 0.4464 1.9751 0.5882 -0.58
C -1.5742 0.8485 0.1212 0.08
O -2.3635 0.3485 0.8803 -0.44
H 0.8479 -2.1124 -1.2461 0.36
H -0.2318 -2.0510 0.1629 0.34
H -0.6887 -1.2555 -1.3633 0.37
H 1.6451 -0.4100 0.4342 0.29
H 1.6332 1.2995 -1.1560 0.35
H -0.2334 -0.1541 2.2099 -0.01
H 0.1469 0.4742 2.3099 0.13
H -1.8899 1.3832 -0.7960 0.34
```

Its HOMO-LUMO gap is 9.827 eV. The spin multiplicity is 1. The energy relative to the best compared isomer or geometry (same formula, charge and spin) comes out at 75.3 kcal per mole. The SMILES is C[C@@H](O)C(=O)C=O.[H][H]. The HOMO energy comes out at -9.725 eV.

***

Below is C4H8O3 in the gas phase, with properties calculated with ωB97M-V/def2-TZVPD.

The geometry in XYZ format:
```
15
Properties=species:S:1:pos:R:3:mulliken_charge:R:1
C -0.3089 -0.9475 0.6886 -0.57
C 0.7284 -0.8357 -0.5310 -0.37
C 1.7806 0.2438 -0.3628 -1.04
C -1.3914 0.0606 0.4998 0.64
O -0.8568 1.3391 0.4275 -0.17
O -1.7935 2.1796 -0.3214 -0.35
O -2.5705 -0.1714 0.2757 -0.61
H -2.6269 1.8278 0.0554 0.34
H -0.7670 -1.9423 0.6791 0.29
H 0.1991 -0.7910 1.6437 0.33
H 1.2244 -1.8105 -0.5710 0.33
H 0.2008 -0.7050 -1.4816 0.28
H 2.2003 0.2432 0.6473 0.29
H 1.3809 1.2374 -0.5806 0.28
H 2.6002 0.0718 -1.0689 0.33
```

Its HOMO-LUMO gap is 11.879 eV. The spin multiplicity is 1. The energy relative to the best compared isomer or geometry (same formula, charge and spin) comes out at 75.7 kcal per mole. The SMILES is CCCC(=O)OO. The HOMO energy comes out at -10.991 eV.

***

Below is C4H8O3 in the gas phase, with properties calculated with ωB97M-V/def2-TZVPD.

The geometry in XYZ format:
```
15
Properties=species:S:1:pos:R:3:mulliken_charge:R:1
C 1.2012 0.5861 -1.3540 -1.37
C -0.1502 0.3022 -0.7324 0.46
O -0.2356 -1.0752 -0.3663 -0.41
C -0.4086 0.9919 0.6009 -0.53
O -1.3093 0.1055 1.2327 -0.35
C -0.9717 -1.1951 0.8254 0.16
O -0.2244 -1.8966 1.7521 -0.50
H 2.0029 0.3559 -0.6437 0.33
H 1.2794 1.6413 -1.6376 0.37
H 1.3499 -0.0204 -2.2512 0.33
H -0.9625 0.5296 -1.4378 0.26
H 0.7027 -1.6854 1.5764 0.34
H -0.8837 1.9715 0.5158 0.31
H 0.5228 1.0927 1.1794 0.30
H -1.9032 -1.7477 0.6867 0.29
```

Its HOMO-LUMO gap is 11.344 eV. The spin multiplicity is 1. The energy relative to the best compared isomer or geometry (same formula, charge and spin) comes out at 25.4 kcal per mole. The SMILES is C[C@@H]1CO[C@H](O)O1. The HOMO energy comes out at -10.433 eV.

***

Below is a 2-piece molecular cluster, C4H8O3 overall, with properties calculated with ωB97M-V/def2-TZVPD.

The geometry in XYZ format:
```
15
Properties=species:S:1:pos:R:3:mulliken_charge:R:1
O 2.2827 -0.6074 -1.8071 -0.38
C 1.2993 -0.1274 -1.0996 0.18
C 0.0667 1.5791 0.7380 -0.96
C -0.7421 0.6124 0.2082 0.65
O -0.9021 0.4134 -1.0603 -0.72
C -1.3011 -0.5015 1.0936 -0.48
O -1.1766 -1.7160 0.3766 -0.57
H 2.4415 -1.5441 -1.6057 0.39
H 0.8118 -0.7828 -0.3912 0.10
H 1.1155 0.9203 -1.2429 0.27
H 0.3692 2.4307 0.1344 0.34
H 0.2341 1.6410 1.8101 0.25
H -0.7439 -0.5922 2.0317 0.29
H -2.3550 -0.2995 1.3443 0.28
H -1.4002 -1.4261 -0.5301 0.35
```

Its HOMO-LUMO gap (spin up / spin down) is 7.835 / 7.839 eV. The spin multiplicity is 1. The energy relative to the best compared isomer or geometry (same formula, charge and spin) comes out at 106.5 kcal per mole. The HOMO energy (spin up / spin down) comes out at -8.302 / -8.303 eV.

***

Below is C4H8O3 in the gas phase, with properties calculated with ωB97M-V/def2-TZVPD.

The geometry in XYZ format:
```
15
Properties=species:S:1:pos:R:3:mulliken_charge:R:1
C 1.9441 0.6579 -0.3802 -1.21
C 0.7801 -0.1466 0.2322 0.59
O 0.4085 0.3982 1.4829 -0.58
C -0.3794 -0.1982 -0.7532 -0.94
O -1.3964 -1.1486 -0.3723 -0.31
C -2.3333 -0.7369 0.4740 0.21
O -2.3797 0.3417 1.0189 -0.56
H 1.7297 1.0148 -1.3951 0.34
H 2.8640 0.0681 -0.4253 0.27
H 2.1274 1.5282 0.2536 0.33
H 1.1023 -1.1833 0.4057 0.22
H -0.5151 0.6896 1.4450 0.39
H -0.0317 -0.5510 -1.7261 0.39
H -0.8357 0.7920 -0.8676 0.46
H -3.0847 -1.5261 0.6076 0.38
```

Its HOMO-LUMO gap is 11.136 eV. The spin multiplicity is 1. The energy relative to the best compared isomer or geometry (same formula, charge and spin) comes out at 23.9 kcal per mole. The SMILES is C[C@@H](O)COC=O. The HOMO energy comes out at -10.278 eV.

***

Below is C4H8O3 in the gas phase, with properties calculated with ωB97M-V/def2-TZVPD.

The geometry in XYZ format:
```
15
Properties=species:S:1:pos:R:3:mulliken_charge:R:1
C 1.5439 1.7268 -0.3064 -0.11
C -0.7423 -1.3591 0.1345 -0.19
C -2.1730 -0.8363 0.0509 -1.09
C 0.2726 -0.2449 0.2599 0.64
O 1.2248 -0.2815 1.0408 -0.69
O 2.7442 1.1937 -0.5869 -0.46
O 0.1678 0.7290 -0.5949 -0.45
H 2.9928 0.5841 0.1276 0.39
H 1.4221 2.1415 0.6974 0.29
H 1.2597 2.4234 -1.0910 0.24
H -0.4947 -1.9098 -0.7891 0.24
H -0.6162 -2.0432 0.9814 0.24
H -2.2835 -0.1653 -0.7987 0.30
H -2.8741 -1.6689 -0.0722 0.33
H -2.4440 -0.2894 0.9467 0.31
```

Its HOMO-LUMO gap is 10.991 eV. The spin multiplicity is 1. The energy relative to the best compared isomer or geometry (same formula, charge and spin) comes out at 28.3 kcal per mole. The SMILES is CCC(=O)OCO. The HOMO energy comes out at -10.094 eV.

***

Below is C4H8O3 in the gas phase, with properties calculated with ωB97M-V/def2-TZVPD.

The geometry in XYZ format:
```
15
Properties=species:S:1:pos:R:3:mulliken_charge:R:1
C 0.6561 -1.8632 -1.0393 -1.05
C 0.8034 -0.3613 -0.9634 -0.37
O -0.4418 0.3591 -1.0489 -0.38
C -0.3276 1.2548 -0.0145 0.60
O 0.3807 2.2252 -0.0302 -0.55
C -1.1804 0.8224 1.1494 -0.20
O -0.7178 1.2643 2.3904 -0.51
H -0.1061 -2.2188 -0.3377 0.27
H 0.4187 -2.2299 -2.0400 0.29
H 1.6189 -2.2848 -0.7309 0.34
H 1.4787 0.0629 -1.7084 0.36
H 1.2112 -0.1082 0.0260 0.37
H -2.1915 1.1842 0.9040 0.26
H -1.2163 -0.2707 1.1665 0.24
H -0.3863 2.1640 2.2771 0.33
```

Its HOMO-LUMO gap is 11.285 eV. The spin multiplicity is 1. The energy relative to the best compared isomer or geometry (same formula, charge and spin) comes out at 36.5 kcal per mole. The SMILES is CCOC(=O)CO. The HOMO energy comes out at -10.450 eV.

***

Below is C4H8O3 in the gas phase, with properties calculated with ωB97M-V/def2-TZVPD.

The geometry in XYZ format:
```
15
Properties=species:S:1:pos:R:3:mulliken_charge:R:1
C 0.7740 0.3572 0.7273 0.55
C -0.1256 1.6082 1.0009 -0.96
C -1.0091 -1.2290 -0.0768 -1.11
C 0.3438 -0.3558 -0.5725 0.65
O 1.5768 -0.0947 1.4907 -0.55
O -0.0097 0.5497 -1.5510 -0.52
O 1.2479 -1.2858 -1.1065 -0.58
H -1.0834 1.2908 0.6088 0.31
H -0.1776 1.9683 2.0905 0.29
H 0.1762 2.4128 0.2778 0.27
H -1.7076 -0.4498 0.1219 0.36
H -1.3618 -1.7781 -0.9916 0.33
H -0.8463 -1.7865 0.8283 0.31
H 0.3920 0.3759 -2.3860 0.33
H 1.8102 -1.5832 -0.4617 0.32
```

Its HOMO-LUMO gap is 10.172 eV. The spin multiplicity is 1. The energy relative to the best compared isomer or geometry (same formula, charge and spin) comes out at 38.9 kcal per mole. The SMILES is CC(=O)C(C)(O)O. The HOMO energy comes out at -9.425 eV.